Here is a structure of composition C4H11BiClNNiO2 in a non-equilibrium geometry from the OMol25 dataset. Energies are from the ωB97M-V functional and the def2-TZVPD basis.

Structure (XYZ):
```
21
Properties=species:S:1:pos:R:3
C -0.4346 -0.9477 -4.0456
H -1.3862 -0.7156 2.1474
Cl 1.1435 -1.3383 -1.2371
N 1.6033 -0.0936 2.1108
H -1.6766 1.0294 -1.8541
C -0.6805 1.1263 -1.4973
Ni -0.0165 0.0118 0.0171
H -1.4780 -1.0191 -3.7524
Bi 0.5539 0.2827 -2.8173
H -0.2844 2.1128 -1.3450
H -1.5134 -2.0127 0.8957
H 0.0225 -1.9299 -4.0711
C -1.5283 -0.9164 1.0693
C 2.3103 1.1953 -3.0255
O 2.2069 -0.6682 3.0028
O 0.8906 -0.8149 1.2937
H -2.4943 -0.5039 0.7339
H 2.3887 2.0190 -2.3220
H -0.3505 -0.4670 -5.0163
H 3.1335 0.5029 -2.8980
H 2.2874 1.5731 -4.0438
```

As for the net charge: -2. For the calculated total energy, the calculation gives -2546.913915 a.u. The value obtained for the energy above the lowest of the compared OMol25 structures with the same formula, charge and spin is 1.9894 eV. As for the multiplicity: 3. The expectation value of S² is 2.02.

Results of the Löwdin charge analysis, in e, for atoms 1 through 2: C -0.484; H -0.074